[1]
Computed, not measured: C12H13N5O2S in the gas phase in a non-equilibrium geometry, with ωB97M-V/def2-TZVPD.

The geometry in XYZ format:
```
33
C12H13N5O2S, DFT ωB97M-V/def2-TZVPD
C -0.4824 -2.8427 -0.3443
N -0.2675 -1.4750 0.0940
C -0.9158 -0.9035 1.1507
O -0.6698 0.2345 1.5017
C -1.9652 -1.7763 1.8522
C -2.6228 -1.0118 3.0010
C -3.7553 -0.2905 2.2743
C -4.1624 -1.3219 1.2235
O -3.0056 -2.1042 0.9411
C 0.6725 -0.7376 -0.5777
N 1.3491 -1.1976 -1.5873
N 2.1959 -0.3277 -2.0912
C 2.2026 0.8180 -1.4951
C 3.0461 1.9315 -1.8678
C 2.9884 3.1556 -1.1882
N 3.7549 4.1750 -1.5251
C 4.5900 3.9984 -2.5392
C 4.6535 2.7861 -3.2181
N 3.8904 1.7631 -2.8868
S 1.0601 0.9050 -0.1494
H -0.0475 -2.9432 -1.3359
H 0.0161 -3.5379 0.3337
H -1.5478 -3.0568 -0.3745
H -1.4861 -2.7073 2.1795
H -1.9253 -0.3279 3.4771
H -3.0154 -1.7123 3.7379
H -4.5804 -0.0223 2.9289
H -3.3690 0.6099 1.7967
H -4.5113 -0.8703 0.2913
H -4.9416 -1.9934 1.6053
H 2.3115 3.3131 -0.3587
H 5.2105 4.8433 -2.8028
H 5.3296 2.6263 -4.0468
```

Net charge: 0
Strongest force on any atom: 1.80 eV/Å
Total energy: -1287.50251 a.u.
2S+1: 1
Frontier orbital gap: 0.31830 hartree

[2]
Computed, not measured: a 2-piece molecular cluster, C5H13N overall in a non-equilibrium geometry, with ωB97M-V/def2-TZVPD.

The geometry in XYZ format:
```
19
C5H13N, DFT ωB97M-V/def2-TZVPD
C -0.6468 3.0234 1.1071
N 0.3415 0.3883 0.7270
C 1.8428 -1.6600 0.1494
C 0.6016 -1.7878 -0.6239
C -0.3239 -0.1983 -0.6944
C -1.6678 -0.3653 -1.0249
H -0.7998 2.5951 2.0815
H -0.7827 2.3196 0.2945
H -1.4114 3.8260 1.0564
H 0.3457 3.3662 0.8091
H 1.7841 -2.0405 1.1678
H 1.1020 -0.3676 0.7811
H 2.7961 -1.6652 -0.2846
H 0.4861 -1.9643 -1.6885
H -0.2267 -2.3010 -0.1246
H -0.5499 0.1613 1.2523
H -2.3520 -0.6589 -0.1645
H 0.3732 0.2702 -1.6334
H -1.9905 -0.3311 -2.1164
```

Net charge: 0
Strongest force on any atom: 5.47 eV/Å
Total energy: -252.80446 a.u.
2S+1: 1
Frontier orbital gap: 0.24801 hartree

[3]
Computed, not measured: C2H7N3O2S in the gas phase in a non-equilibrium geometry, with ωB97M-V/def2-TZVPD.

The geometry in XYZ format:
```
15
C2H7N3O2S, DFT ωB97M-V/def2-TZVPD
C 3.4206 -0.5151 0.1022
O 2.1940 0.2005 0.1201
N 1.1706 -0.7035 -0.1518
C 0.0760 -0.0661 -0.1192
N -0.0410 1.1861 0.3767
O -0.8956 2.0313 -0.3459
N -0.9904 -0.7538 -0.6128
S -2.4930 -0.6987 0.2007
H 4.2728 0.2231 0.1033
H 3.5101 -1.2293 0.9001
H 3.4303 -1.0451 -0.8195
H 0.8699 1.6522 0.5228
H -1.7385 1.9112 0.1552
H -0.6471 -1.6919 -0.8714
H -2.1490 -1.1083 1.4220
```

Net charge: 0
Strongest force on any atom: 1.55 eV/Å
Total energy: -793.19971 a.u.
2S+1: 1
Frontier orbital gap: 0.33704 hartree

[4]
Computed, not measured: C4H6N2O2 in the gas phase in a non-equilibrium geometry, with ωB97M-V/def2-TZVPD.

The geometry in XYZ format:
```
14
C4H6N2O2, DFT ωB97M-V/def2-TZVPD
O -2.7181 -1.1292 0.0080
C -2.7049 0.1168 -0.0805
C -1.2648 0.7341 -0.1124
O -0.8813 1.8977 0.0388
N -0.4279 -0.4978 -0.5182
N 0.9804 -0.4028 -0.6661
C 1.7677 0.7254 -0.1786
C 1.7602 -0.8660 0.5012
H -3.5445 0.7903 0.1057
H -0.6071 -1.3854 -0.4601
H 1.1647 1.5168 0.5109
H 2.8284 1.0704 -0.7724
H 1.2636 -0.7964 1.6200
H 2.3834 -1.7738 0.0036
```

Net charge: 0
Strongest force on any atom: 11.32 eV/Å
Total energy: -415.79101 a.u.
2S+1: 1
Frontier orbital gap: 0.28237 hartree

[5]
Computed, not measured: C23H34BeN8O13 as an isolated structure in a non-equilibrium geometry, with ωB97M-V/def2-TZVPD.

The geometry in XYZ format:
```
79
C23H34BeN8O13, DFT ωB97M-V/def2-TZVPD
Be 7.0379 -21.5835 22.0189
C 6.9907 -22.1809 24.7488
O 6.4621 -21.8186 25.8436
O 6.4115 -22.9773 23.9013
O 8.0179 -21.5972 24.2577
C 4.3456 -24.6596 27.2747
O 3.5994 -25.3391 27.9695
N 4.9857 -23.5680 27.7176
N 4.4985 -24.8755 25.9178
H 4.6604 -23.1429 28.5644
H 5.6412 -23.1184 27.0895
H 3.8726 -25.5356 25.5007
H 5.1809 -24.2719 25.4963
C 11.1413 -22.6530 25.9397
O 12.0575 -23.4131 26.2304
N 10.7824 -22.4016 24.6443
N 10.3888 -21.8970 26.7839
H 11.3478 -22.7132 23.8778
H 9.7899 -22.2253 24.5132
H 9.6680 -21.3089 26.4173
H 10.6177 -21.8638 27.7611
C 10.0140 -19.5925 22.5849
O 9.0915 -20.1211 21.9315
N 11.1821 -19.1929 22.0585
N 9.9598 -19.4775 23.9111
H 11.2661 -19.0769 21.0630
H 11.8600 -18.7791 22.6706
H 9.2039 -19.9415 24.3980
H 10.4260 -18.7755 24.4574
C 3.8568 -19.4572 26.7371
O 3.0085 -18.6707 27.1699
N 4.1990 -19.5256 25.4137
N 4.4693 -20.3997 27.4752
H 4.9278 -20.1793 25.1778
H 3.8534 -18.8992 24.7138
H 4.1232 -20.5367 28.4063
H 5.1121 -20.9835 26.9607
C 4.4150 -24.9255 21.0749
C 4.1353 -25.4756 19.8319
C 2.7877 -25.7074 19.5031
C 1.7850 -25.2033 20.3329
C 2.0700 -24.6389 21.5637
C 3.3914 -24.6117 21.9682
O 3.6862 -23.9946 23.1565
O 2.4094 -26.3761 18.3773
H 5.4323 -24.8401 21.4391
H 4.9350 -25.8398 19.2000
H 0.7574 -25.1862 19.9947
H 1.3787 -24.0598 22.1597
H 4.5110 -23.5028 23.2271
H 3.2161 -26.7206 17.9782
C 7.2055 -18.5060 26.4885
C 6.6509 -17.2540 26.5432
C 6.5762 -16.5711 27.7622
C 7.0239 -17.1640 28.9275
C 7.6275 -18.4163 28.8695
C 7.5082 -19.1345 27.7020
O 7.7718 -20.4787 27.7024
O 5.9026 -15.3900 27.9289
H 7.2023 -19.0248 25.5386
H 6.2642 -16.7497 25.6650
H 6.9653 -16.5950 29.8447
H 8.0168 -18.8862 29.7618
H 7.4930 -20.8864 26.8499
H 5.2502 -15.3352 27.2208
C 9.0532 -27.2651 23.3642
C 8.6854 -28.5917 23.1873
C 7.4113 -28.9237 23.5962
C 6.4421 -27.9813 23.8980
C 6.8169 -26.6445 23.9437
C 8.1519 -26.2999 23.7601
O 8.5602 -25.0722 24.1587
O 7.0518 -30.2302 23.4397
H 10.0362 -26.9070 23.0824
H 9.4764 -29.3107 23.0359
H 5.3922 -28.1981 24.0371
H 6.0849 -25.8931 24.2036
H 7.8660 -24.4044 24.0873
H 6.2459 -30.5554 23.8447
```

Net charge: 0
Strongest force on any atom: 4.74 eV/Å
Total energy: -2327.72628 a.u.
2S+1: 1
Frontier orbital gap: 0.07487 hartree

[6]
Computed, not measured: C11H26BBeF6N2O6P2 as an isolated structure in a non-equilibrium geometry, with ωB97M-V/def2-TZVPD.

The geometry in XYZ format:
```
55
C11H26BBeF6N2O6P2, DFT ωB97M-V/def2-TZVPD
C 5.5197 2.1481 0.9878
C 4.2525 1.3390 0.5004
C 4.2370 1.4794 -1.0496
O 3.7610 0.2875 -1.7272
P 2.1635 0.2683 -1.9473
O 1.8759 0.5753 -3.3605
O 1.6847 -1.2719 -1.5377
N 2.0822 -1.4156 -0.2015
C 1.8566 -2.6079 0.2082
C 2.2383 -2.8883 1.6705
C 1.2201 -3.7217 -0.6094
O 1.3861 1.3002 -0.9438
B -0.0003 1.1071 -1.0050
O -0.5661 0.2842 -1.9779
C -1.0126 1.7727 0.0450
C -0.5526 3.1978 0.5233
H 6.3939 1.4838 0.9004
H 5.6704 2.9893 0.2866
H 5.3894 2.5722 1.9918
H 3.3642 1.7955 0.9645
H 4.4114 0.3026 0.8272
H 3.7309 2.4060 -1.3763
H 5.2952 1.5887 -1.3475
H 3.1857 -2.3615 1.8725
H 2.3748 -3.9650 1.8292
H 1.4368 -2.4615 2.2984
H 2.0152 -4.3269 -1.0772
H 0.6041 -4.3190 0.0854
H 0.5399 -3.3616 -1.3963
H -0.7189 0.7910 -2.7903
H -1.9460 1.9194 -0.5279
H -1.2494 1.0775 0.8687
H -1.4250 3.8718 0.4832
H 0.2605 3.6205 -0.0876
H -0.2497 3.1074 1.5815
F -1.6031 -1.7700 -5.4068
P -2.1016 -2.7947 -4.1233
F -3.4078 -2.9511 -3.1641
F -1.8985 -4.3958 -3.8941
F -2.0423 -1.4190 -3.2618
F -0.5030 -2.8883 -3.8148
F -3.0930 -3.2129 -5.3522
C -4.1895 2.2354 2.6029
O -3.7897 2.1934 1.4560
N -4.4207 1.1491 3.3778
C -4.8986 1.2662 4.7398
C -4.1818 -0.1699 2.8240
H -4.4009 3.1873 3.1136
H -4.1742 0.8084 5.4171
H -5.8562 0.7492 4.8314
H -5.0305 2.3111 5.0131
H -3.1354 -0.2527 2.5225
H -4.8078 -0.3112 1.9409
H -4.4113 -0.9349 3.5614
Be -1.2839 -1.3839 -7.3450
```

Net charge: +1
Strongest force on any atom: 5.94 eV/Å
Total energy: -2316.92329 a.u.
2S+1: 1
Frontier orbital gap: 0.05601 hartree